Record 1
Molecular formula: C22H24BrN3O5
Method: DFT, ωB97M-V/def2-TZVPD

Each line ends with the natural charge from an NBO analysis.
Element x y z (Å)
C 3.374 -0.688 -3.177  -0.594
C 2.047 0.032 -3.377  -0.504
C 1.031 -0.415 -2.339  0.705
O 1.266 -1.301 -1.540  -0.644
N -0.169 0.224 -2.371  -0.456
C -0.475 1.290 -3.293  -0.407
C -1.112 -0.033 -1.302  -0.208
C -0.974 0.981 -0.149  -0.462
C 0.434 0.908 0.357  0.057
C 1.358 1.775 -0.218  -0.300
C 2.687 1.595 0.075  0.275
C 3.126 0.590 0.931  0.176
C 2.234 -0.265 1.547  0.287
O 2.568 -1.248 2.417  -0.498
C 3.933 -1.571 2.578  -0.248
C 0.850 -0.092 1.249  -0.087
C -0.038 -1.000 1.933  0.046
N -1.315 -0.996 1.882  -0.257
N -1.965 -1.894 2.650  -0.433
C -3.312 -1.910 2.858  0.655
O -3.795 -2.646 3.695  -0.592
C -4.125 -0.987 2.019  -0.164
C -5.138 -0.254 2.628  -0.144
C -5.935 0.594 1.883  -0.247
C -5.724 0.682 0.517  -0.059
Br -6.809 1.850 -0.525  0.051
C -4.742 -0.065 -0.111  -0.273
C -3.937 -0.898 0.644  -0.100
O 4.508 0.659 1.021  -0.502
C 4.899 1.700 0.158  0.240
O 3.753 2.304 -0.398  -0.476
H 4.098 -0.370 -3.924  0.204
H 3.767 -0.472 -2.187  0.208
H 3.233 -1.762 -3.252  0.221
H 1.655 -0.179 -4.375  0.221
H 2.192 1.110 -3.291  0.218
H -0.330 0.964 -4.325  0.205
H 0.143 2.176 -3.123  0.191
H -1.519 1.573 -3.169  0.213
H -0.893 -1.031 -0.918  0.241
H -2.125 -0.007 -1.709  0.193
H -1.686 0.720 0.630  0.266
H -1.185 1.985 -0.519  0.203
H 1.050 2.562 -0.886  0.222
H 3.952 -2.414 3.268  0.195
H 4.498 -0.737 2.999  0.188
H 4.383 -1.866 1.627  0.187
H 0.470 -1.727 2.572  0.181
H -1.417 -2.528 3.241  0.378
H -5.294 -0.353 3.691  0.233
H -6.714 1.174 2.353  0.231
H -4.615 0.003 -1.181  0.226
H -3.175 -1.490 0.165  0.220
H 5.531 1.295 -0.651  0.156
H 5.474 2.451 0.723  0.160

Forces on atoms 1 to 2 (eV/Å):
C -0.188 0.076 -0.058
C 0.284 -0.247 0.186

Computed properties:
Kohn-Sham gap = 8.3 eV
Strongest force on any atom = 1.3 eV Å⁻¹
HOMO energy = -7.85 eV

***

Record 2
Molecular formula: C22H24Cl2CrN2O7PSTe
Method: DFT, ωB97M-V/def2-TZVPD

Each line ends with the natural charge from an NBO analysis.
Element x y z (Å)
Cr -0.410 1.278 -0.891  1.120
C -1.297 -6.206 2.209  -0.625
C -1.446 -5.040 1.265  -0.020
C -0.809 -3.830 1.525  -0.209
C -0.959 -2.741 0.677  -0.199
C -1.754 -2.874 -0.455  -0.258
C -2.396 -4.071 -0.739  -0.197
C -2.240 -5.146 0.125  -0.232
S -1.967 -1.485 -1.541  2.317
O -2.147 -2.016 -2.871  -0.968
O -3.014 -0.677 -0.987  -0.926
N -0.570 -0.700 -1.360  -1.001
C 0.574 -1.237 -1.961  0.165
C 0.729 -2.477 -2.555  -0.266
C 1.964 -2.864 -3.114  -0.175
C 3.059 -2.053 -3.103  -0.244
C 2.957 -0.778 -2.504  -0.096
C 4.020 0.146 -2.447  -0.120
C 3.832 1.363 -1.872  -0.269
C 2.574 1.674 -1.321  0.084
N 1.572 0.837 -1.344  -0.484
C 1.729 -0.381 -1.935  0.203
H -0.328 -6.189 2.709  0.212
H -1.394 -7.157 1.681  0.209
H -2.068 -6.179 2.983  0.215
H -0.179 -3.736 2.404  0.206
H -0.470 -1.792 0.881  0.269
H -2.996 -4.151 -1.637  0.232
H -2.736 -6.087 -0.093  0.200
H -0.111 -3.148 -2.620  0.239
H 2.036 -3.841 -3.581  0.205
H 3.994 -2.363 -3.554  0.201
H 4.984 -0.126 -2.863  0.207
H 4.630 2.091 -1.822  0.216
H 2.387 2.623 -0.834  0.222
C -2.092 1.880 4.941  -0.629
C -1.208 0.935 4.160  -0.065
O -0.209 1.679 3.452  -0.836
P -0.182 1.602 1.830  2.002
O 0.329 0.282 1.365  -1.130
Te -2.296 2.285 0.954  -0.459
O 0.967 2.704 1.577  -0.838
C 0.743 4.088 1.865  -0.067
C 1.659 4.916 0.995  -0.630
H -2.757 1.320 5.603  0.200
H -2.693 2.476 4.255  0.228
H -1.479 2.554 5.543  0.203
H -1.805 0.344 3.462  0.198
H -0.685 0.245 4.825  0.171
H 0.944 4.248 2.927  0.172
H -0.300 4.338 1.669  0.205
H 2.708 4.754 1.256  0.195
H 1.426 5.975 1.124  0.206
H 1.499 4.658 -0.053  0.238
Cl 0.349 4.594 -4.351  -0.029
C -1.064 4.443 -3.269  -0.278
Cl -1.334 5.947 -2.369  -0.012
C -0.840 3.246 -2.341  0.716
O -1.441 2.190 -2.621  -0.700
O -0.064 3.365 -1.358  -0.731
H -1.925 4.263 -3.896  0.238

Forces on atoms 1 to 2 (eV/Å):
Cr -0.207 0.324 -0.150
C -0.024 0.033 -0.034

Computed properties:
Spin multiplicity = 5
Kohn-Sham gap (alpha / beta) = 6.6 / 7.0 eV
Strongest force on any atom = 1.1 eV Å⁻¹
<S²> = 6.01
Net charge = -1
HOMO energy (alpha / beta) = -4.06 / -4.61 eV

***

Record 3
Molecular formula: C22H24Cl3NO3P2Sc
Method: DFT, ωB97M-V/def2-TZVPD

Each line ends with the Mulliken charge.
Element x y z (Å)
C 3.386 -1.828 1.864  -0.415
C 2.461 -1.454 0.901  0.145
C 1.169 -2.076 0.909  -0.015
C 0.800 -2.956 1.995  1.001
C 1.790 -3.282 2.962  -0.898
C 3.063 -2.743 2.884  -0.756
C -0.514 -3.438 2.001  -1.162
C -1.336 -3.295 0.878  1.093
C -0.883 -2.428 -0.179  -0.081
C -1.738 -2.124 -1.280  0.089
C -3.010 -2.690 -1.312  -0.428
C -3.445 -3.574 -0.309  -0.827
C -2.618 -3.889 0.757  -1.021
H 4.374 -1.364 1.836  0.427
H 1.513 -3.991 3.748  0.441
H 3.829 -3.020 3.608  0.396
H -0.861 -4.045 2.840  0.454
H -3.679 -2.422 -2.139  0.460
H -4.442 -4.015 -0.393  0.396
H -2.921 -4.608 1.518  0.458
N 0.287 -1.770 -0.060  0.037
Sc -0.584 1.693 0.489  -0.418
C 2.752 -0.375 -0.123  -1.087
H 2.338 -0.691 -1.092  0.372
H 3.835 -0.178 -0.192  0.718
C -1.280 -1.127 -2.325  -1.130
H -0.212 -1.274 -2.547  0.447
H -1.889 -1.210 -3.240  0.702
P 1.924 1.236 0.282  1.384
P -1.443 0.623 -1.750  1.381
C -3.248 0.841 -1.933  -1.403
H -3.502 1.862 -1.621  0.409
H -3.556 0.698 -2.979  0.400
H -3.786 0.126 -1.298  0.366
C -0.853 1.525 -3.220  -1.217
H -1.486 1.291 -4.085  0.436
H -0.898 2.604 -3.023  0.352
H 0.185 1.251 -3.448  0.342
C 2.881 1.754 1.750  -1.380
H 3.950 1.827 1.504  0.394
H 2.507 2.733 2.077  0.421
H 2.741 1.036 2.569  0.366
C 2.669 2.275 -1.027  -1.287
H 2.282 3.300 -0.961  0.335
H 3.758 2.294 -0.893  0.456
H 2.429 1.870 -2.020  0.327
C -1.443 -0.291 1.581  0.156
O -2.020 0.797 1.713  -0.446
H -1.621 -1.295 2.097  0.125
Cl -2.242 6.184 -0.203  -0.099
C -0.534 5.744 0.021  0.762
Cl 0.395 6.020 -1.470  -0.108
Cl 0.195 6.587 1.396  -0.097
C -0.491 4.184 0.271  0.217
O -0.255 3.664 1.414  -0.615
O -0.724 3.431 -0.745  -0.374

Forces on atoms 1 to 2 (eV/Å):
C -0.550 0.886 -1.055
C 0.565 0.085 0.551

Computed properties:
Energy above the lowest of the compared OMol25 structures with the same formula, charge and spin = 19.2 kcal/mol
Kohn-Sham gap = 6.8 eV
Strongest force on any atom = 3.0 eV Å⁻¹
Net charge = +1
HOMO energy = -10.38 eV

***

Record 4
Molecular formula: C22H24ClI2InOP2
Method: DFT, ωB97M-V/def2-TZVPD

Each line ends with the natural charge from an NBO analysis.
Element x y z (Å)
I 4.192 1.933 -2.381  0.065
I 2.743 -2.830 -2.281  0.424
In 0.216 0.557 -1.709  1.209
P -1.158 -0.140 -4.198  1.019
C -0.086 -0.075 -5.712  -0.941
C -2.202 -1.566 -4.666  -0.932
H -3.106 1.200 -3.761  0.255
H -2.855 0.995 -5.524  0.262
H -1.851 2.158 -4.595  0.251
C -2.361 1.189 -4.568  -0.953
H -2.971 -1.716 -3.898  0.271
H -2.675 -1.389 -5.642  0.271
H -0.727 -0.064 -6.613  0.271
H 0.560 -0.967 -5.749  0.249
H -1.585 -2.474 -4.721  0.262
H 0.536 0.831 -5.696  0.254
C 1.650 -1.138 -2.810  0.252
O 1.814 -0.086 -3.335  -0.580
Cl -0.892 -1.768 -1.314  -0.621
C 3.469 2.744 3.185  -0.153
C 3.757 1.974 2.057  -0.186
C 2.754 1.316 1.339  -0.204
C 1.410 1.361 1.740  -0.440
C 1.113 2.211 2.824  -0.126
C 2.124 2.876 3.522  -0.209
P 0.216 0.224 0.929  1.084
C 0.638 -1.403 1.666  -0.303
C 1.048 -2.464 0.860  -0.211
C 1.487 -3.680 1.358  -0.215
C 1.585 -3.876 2.733  -0.145
C 1.191 -2.830 3.574  -0.186
C 0.698 -1.623 3.051  -0.214
C -1.354 0.696 1.715  -0.446
C -2.112 -0.195 2.498  -0.111
C -3.368 0.181 2.974  -0.197
C -3.914 1.426 2.664  -0.144
C -3.182 2.301 1.860  -0.199
C -1.911 1.951 1.398  -0.185
H 4.278 3.167 3.789  0.249
H 4.788 1.848 1.735  0.234
H 3.017 0.758 0.445  0.209
H 0.102 2.340 3.181  0.226
H 1.892 3.489 4.391  0.242
H 1.047 -2.336 -0.225  0.218
H 1.792 -4.472 0.682  0.228
H 2.026 -4.779 3.143  0.243
H 1.287 -2.950 4.648  0.244
H 0.419 -0.832 3.745  0.234
H -1.772 -1.201 2.740  0.234
H -3.959 -0.491 3.604  0.245
H -4.900 1.734 3.025  0.248
H -3.576 3.275 1.579  0.241
H -1.335 2.611 0.744  0.212

Forces on atoms 1 to 2 (eV/Å):
I -0.132 0.044 0.090
I 0.446 -0.001 -0.586

Computed properties:
Energy above the lowest of the compared OMol25 structures with the same formula, charge and spin = 96.1 kcal/mol
Kohn-Sham gap (alpha / beta) = 5.2 / 5.1 eV
Strongest force on any atom = 3.2 eV Å⁻¹
Net charge = +2
HOMO energy (alpha / beta) = -14.48 / -14.48 eV